No. 1
DFT (the ωB97M-V functional and the def2-TZVPD basis) results for C29H41F5GdOP2 as an isolated structure in a non-equilibrium geometry.

Structure (XYZ):
```
79
Properties=species:S:1:pos:R:3:forces:R:3
Gd 0.767 -1.178 2.314 -0.30 2.49 -1.87
P -0.775 1.108 -4.300 0.26 0.15 -0.71
P 1.537 -0.800 -4.468 0.37 0.74 -1.81
F -0.042 2.860 3.458 0.74 -0.03 0.21
F 5.378 3.169 4.206 -0.86 -0.23 -0.10
F 3.738 5.048 5.312 -0.34 -0.63 -0.57
F 1.049 4.957 4.856 0.50 -0.86 -0.40
F 4.301 1.031 2.858 -0.31 0.29 0.23
O 1.548 0.802 2.614 -0.13 -0.81 -0.37
C 0.845 -1.776 -5.878 -0.19 -0.59 0.13
C 0.134 -2.302 4.243 -1.08 -0.88 -1.25
C -0.992 2.882 -4.615 -0.21 0.30 -0.37
C -0.319 1.848 -1.316 0.31 0.20 -0.45
C -0.515 -1.262 -1.512 0.66 -0.20 0.76
C -2.405 -3.144 1.553 -0.22 -0.22 -0.30
C -2.765 -0.051 -0.851 -0.61 0.00 -0.42
C -0.343 -3.167 3.164 -0.10 0.97 1.10
C -2.461 1.256 -0.171 0.48 -0.10 0.89
C 4.042 3.058 4.049 0.52 0.47 0.25
C 3.215 4.037 4.590 -0.01 0.24 0.14
C 0.881 0.871 -1.181 0.18 0.64 -1.09
C 0.548 -4.002 2.296 -0.17 -0.55 -0.07
C 1.551 -2.118 4.655 0.80 -0.38 0.78
C -1.838 -0.704 -1.884 -1.10 -0.09 -0.50
C -0.757 -0.111 5.359 -0.27 0.34 0.48
C -3.161 -0.679 3.391 -0.40 0.25 -0.12
C 3.173 -0.634 -5.308 0.28 -0.11 0.26
C 0.662 -0.603 -1.458 0.07 -0.66 1.39
C 0.855 0.842 -5.082 -0.01 -0.15 -0.02
C -1.878 -1.450 3.441 0.07 -0.52 -0.29
C -0.824 -1.222 4.375 0.04 -0.39 -0.29
C 1.837 3.967 4.371 0.15 1.05 0.57
C -1.945 0.436 -5.521 -0.20 -0.01 -0.57
C -1.578 -2.615 2.690 0.12 0.14 0.51
C 1.301 2.913 3.667 -0.52 -0.44 -0.33
C -1.343 1.987 -0.243 0.01 -0.22 0.77
C 2.097 1.865 3.174 0.42 0.54 0.60
C 3.492 1.994 3.355 -0.44 -0.39 -0.24
H -2.419 -1.557 -2.283 0.13 0.22 0.26
H -1.860 -3.058 0.592 -0.27 -0.08 0.33
H -1.822 0.997 -6.457 -0.20 -0.30 0.01
H -1.035 3.020 -5.705 0.01 0.32 0.28
H 1.580 -3.573 2.219 -0.18 -0.33 0.05
H 1.622 1.228 -1.934 -0.19 -0.20 0.47
H -0.508 -2.357 -1.351 0.30 0.45 -0.73
H 1.971 -1.122 4.331 -0.02 -0.47 0.44
H 0.153 -4.078 1.264 0.11 0.01 0.47
H -0.580 -0.483 6.382 0.00 0.07 -0.37
H -3.213 1.523 0.590 0.42 -0.10 -0.27
H 0.667 -5.035 2.666 0.24 0.41 -0.14
H 2.205 -2.910 4.248 -0.15 0.25 0.32
H 3.700 -1.590 -5.206 0.06 0.21 -0.10
H -3.013 0.365 3.699 -0.07 -0.30 -0.17
H -2.924 -0.790 -0.046 -0.18 0.25 -0.15
H 3.772 0.149 -4.835 0.02 -0.11 -0.03
H -3.927 -1.116 4.066 0.50 0.15 -0.32
H 1.649 -2.122 5.753 0.20 0.04 -0.43
H -1.702 0.456 5.373 0.42 -0.21 0.00
H -3.341 -2.570 1.451 0.44 -0.29 0.02
H -3.731 0.063 -1.380 0.16 -0.16 0.40
H 0.040 0.607 5.124 -0.04 -0.12 0.06
H -2.972 0.572 -5.156 0.20 0.04 -0.08
H -0.156 3.452 -4.198 -0.16 -0.09 -0.06
H 1.527 1.676 -4.800 -0.28 -0.41 -0.05
H 0.133 2.845 -1.472 -0.19 -0.34 0.07
H -1.806 -0.636 -5.714 0.01 0.35 0.11
H -1.139 2.760 0.514 -0.48 -0.17 -0.44
H 1.589 -1.227 -1.534 -0.78 0.60 0.51
H -1.719 -0.055 -2.786 0.00 -0.46 1.03
H -1.922 3.239 -4.158 0.14 0.01 -0.14
H 1.375 1.034 -0.199 -0.18 -0.32 -0.38
H -2.685 -4.208 1.680 0.23 0.54 0.02
H 1.027 -1.264 -6.831 -0.05 -0.09 0.23
H 3.047 -0.398 -6.371 0.07 -0.04 0.22
H -0.222 -1.985 -5.785 0.11 -0.01 0.05
H -0.865 1.614 -2.251 0.67 0.20 0.85
H 1.364 -2.740 -5.898 -0.10 0.04 -0.07
H 0.724 0.830 -6.182 0.38 0.07 0.40
H -3.593 -0.672 2.376 0.20 0.05 0.44
```
Positions in Å, forces in eV/Å.

Its relative energy (zero: lowest compared OMol25 entry of this formula, charge and spin) is 21.48 kcal/mol. The value obtained for the strongest force on any atom is 0.0608 Eh/bohr. The multiplicity is 8. The net charge is +1. Its HOMO energy (spin up / spin down) is -10.032 / -10.031 eV. The orbital gap (spin up / spin down) comes out at 6.70 / 3.75 eV.

---

No. 2
DFT (the ωB97M-V functional and the def2-TZVPD basis) results for C29H41MnN2OP2 as an isolated structure.

Structure (XYZ):
```
76
Properties=species:S:1:pos:R:3:forces:R:3
Mn -0.232 0.225 0.446 0.05 0.05 -0.06
P -0.476 -2.148 -0.241 0.03 -0.04 0.03
P -0.393 2.515 -0.557 -0.04 -0.06 -0.04
O 0.221 0.526 2.416 -0.03 0.10 0.09
N 1.338 0.137 -0.858 -0.02 -0.01 0.01
N -0.053 -0.078 3.553 0.00 -0.04 -0.04
C -0.794 1.593 -3.113 0.00 -0.01 0.00
C 1.429 -0.865 -1.801 0.01 -0.01 0.00
C -2.956 -3.210 0.338 0.00 0.00 0.01
C 0.297 -3.304 0.976 -0.01 -0.03 -0.02
C -1.137 2.788 -2.223 0.02 0.02 -0.01
C 3.459 1.351 -1.166 -0.02 0.00 0.00
C -2.643 3.031 -2.197 -0.01 0.00 0.00
C -0.776 3.975 0.500 0.03 0.02 0.02
C 0.700 -3.062 -2.599 0.01 0.00 -0.01
C -1.267 -1.661 4.817 0.00 0.00 -0.01
C 2.088 3.756 -1.075 0.01 0.00 0.00
C 1.391 2.559 -0.905 0.01 0.01 -0.01
C -0.567 -1.297 5.956 -0.01 -0.01 0.01
C 2.204 -0.775 -2.976 0.00 0.00 0.02
C 4.136 2.546 -1.313 0.01 0.01 0.00
C 2.234 -1.796 -3.902 -0.01 -0.01 -0.02
C -0.994 -1.037 3.620 0.00 0.02 0.02
C 0.245 4.106 1.634 -0.01 -0.01 -0.01
C -2.170 3.814 1.114 -0.02 -0.01 0.01
C 1.615 -2.699 1.462 0.01 0.00 0.00
C 0.651 -2.044 -1.644 0.00 0.00 -0.01
C 1.493 -2.961 -3.724 0.00 0.00 0.01
C 0.511 -4.714 0.433 0.00 0.00 0.00
C 3.454 3.759 -1.288 0.00 0.00 0.00
C 0.396 -0.305 5.859 0.01 0.01 -0.01
C 0.640 0.295 4.644 0.01 -0.02 0.02
C -2.674 -2.056 -1.889 -0.01 0.01 0.00
C -2.016 -2.948 -0.837 -0.01 -0.01 0.00
C 2.069 1.328 -0.995 0.01 0.01 0.02
H 0.301 3.172 2.200 0.00 0.00 0.00
H 2.778 0.120 -3.168 0.00 0.00 -0.01
H -1.174 1.765 -4.121 0.00 0.00 0.00
H -1.494 -1.257 2.688 0.00 -0.01 0.00
H 1.483 -1.708 1.905 0.00 -0.01 -0.01
H -0.077 4.893 2.318 0.00 0.00 0.00
H 0.279 1.420 -3.181 0.00 0.00 0.00
H -0.752 4.871 -0.129 0.00 0.00 0.01
H -3.210 -2.275 0.848 0.00 0.00 0.00
H -2.013 -1.873 -2.736 0.00 -0.01 0.00
H -0.402 -3.352 1.820 0.00 0.00 0.00
H -2.427 4.709 1.682 0.00 0.00 0.00
H 0.093 -3.950 -2.466 0.00 0.00 0.01
H 1.246 4.345 1.284 0.00 0.00 0.00
H -2.953 -1.091 -1.456 0.00 0.00 0.00
H 1.371 1.069 4.470 0.00 0.00 -0.01
H 2.842 -1.679 -4.790 0.00 0.00 0.00
H -2.174 2.968 1.806 0.00 0.00 0.00
H 2.071 -3.351 2.209 0.00 0.00 0.01
H -1.259 0.677 -2.734 0.00 0.00 0.00
H -2.529 -3.900 1.067 0.00 0.00 -0.01
H -3.889 -3.647 -0.021 0.00 0.00 0.00
H -3.584 -2.527 -2.262 0.00 0.00 0.00
H -2.906 3.974 -1.720 0.01 0.00 0.01
H 1.209 -4.702 -0.405 0.00 0.00 0.00
H 5.210 2.536 -1.450 0.00 0.00 0.00
H -2.956 3.648 0.380 0.00 0.00 -0.01
H 0.939 -5.349 1.211 0.00 0.00 0.00
H -0.770 -1.776 6.903 0.00 0.00 0.00
H 2.317 -2.594 0.633 0.00 0.00 -0.01
H -1.748 -3.903 -1.296 0.00 0.00 0.00
H -3.019 3.068 -3.221 0.00 0.00 0.00
H -2.029 -2.427 4.843 0.00 0.00 0.00
H -0.634 3.677 -2.617 -0.01 -0.01 -0.01
H 3.998 0.413 -1.184 0.00 0.00 0.00
H 0.967 0.014 6.718 0.00 0.00 0.00
H -0.417 -5.182 0.102 -0.01 0.01 0.00
H 1.521 -3.758 -4.454 0.00 0.00 0.00
H 1.555 4.700 -1.036 -0.01 0.00 0.00
H -3.169 2.223 -1.683 0.00 0.00 0.00
H 3.984 4.692 -1.421 0.00 0.00 0.00
```
Positions in Å, forces in eV/Å.

Its relative energy (zero: lowest compared OMol25 entry of this formula, charge and spin) is 0.95 kcal/mol. The value obtained for the strongest force on any atom is 0.0027 Eh/bohr. The multiplicity is 6. The net charge is +1. Its HOMO energy (spin up / spin down) is -9.361 / -9.486 eV. The orbital gap (spin up / spin down) comes out at 6.32 / 6.34 eV.

---

No. 3
DFT (the ωB97M-V functional and the def2-TZVPD basis) results for C29H41N4O5S2SbSi3Tl as an isolated structure in a non-equilibrium geometry.

Structure (XYZ):
```
86
Properties=species:S:1:pos:R:3:forces:R:3
Tl 0.300 -0.365 0.874 0.11 0.21 -0.15
Sb -0.702 0.084 -2.673 0.75 0.11 -0.50
S -2.002 -0.517 3.650 -0.55 0.19 0.06
S -2.041 -1.136 -1.300 -0.25 0.01 0.19
Si 1.926 -0.338 -2.822 0.90 -0.16 -0.45
Si -1.654 -0.913 -4.880 -0.49 -0.40 -0.63
Si -0.945 2.674 -2.567 -0.14 0.60 -0.28
O -1.427 1.892 0.808 -0.34 0.07 0.29
O 0.608 0.042 3.509 0.43 0.00 0.22
O 3.922 -1.608 5.380 0.12 0.05 0.06
O -1.991 0.904 4.685 0.20 -0.70 -0.17
O -3.371 -1.002 3.749 -0.16 -0.07 0.01
N 1.723 -2.087 2.384 -0.01 -0.22 -0.12
N 2.176 -1.642 3.556 0.49 -0.59 -0.08
N -1.801 0.149 2.178 0.44 -1.02 0.34
N 0.726 -3.115 0.069 0.17 -0.06 0.45
C -3.994 3.915 4.645 0.02 0.01 0.02
C 0.722 -4.853 -1.566 0.30 -0.15 0.03
C -1.134 -0.203 -6.584 0.00 -0.12 0.75
C 1.859 -3.614 0.588 -0.25 -0.48 -0.96
C 1.933 -5.340 -1.086 -0.31 0.04 -0.14
C 0.397 3.443 -1.466 -0.49 -0.47 -0.24
C 2.485 -2.162 -2.911 -0.55 0.58 0.15
C -3.546 -0.740 -4.700 0.69 0.05 0.19
C -3.369 2.770 5.092 0.13 -0.21 0.09
C 1.897 -0.300 5.483 0.07 0.13 0.02
C -3.931 4.265 3.305 -0.10 0.13 -0.14
C -0.694 3.273 -4.376 -0.05 -0.40 0.64
C 1.441 0.912 7.517 -0.23 0.19 0.15
C 1.083 0.540 6.237 0.08 -0.09 -0.01
C -3.241 3.460 2.418 0.03 0.01 0.04
C 0.179 -3.728 -0.962 -0.19 -0.40 -0.36
C 2.508 -4.714 -0.001 -0.02 0.27 0.25
C 3.064 0.502 -1.537 -0.69 -0.20 -0.26
C -2.731 2.977 -2.015 0.61 -0.21 -0.02
C 2.639 0.463 8.053 0.09 -0.07 0.02
C 3.100 -0.778 6.038 -0.04 -0.02 -0.03
C 2.383 -3.017 1.782 0.32 0.59 0.98
C -1.161 -2.754 -4.789 -0.04 0.65 0.16
C 3.463 -0.366 7.321 0.07 -0.10 -0.01
C 1.479 -0.620 4.095 -0.08 0.24 -0.54
C -2.594 2.308 2.848 0.02 0.12 0.12
C 2.340 0.393 -4.555 -0.37 -0.11 0.62
C -1.887 1.428 1.877 -0.17 0.85 -0.27
C -2.650 1.965 4.206 -0.35 0.63 -0.34
H 2.929 0.751 9.056 0.02 0.04 0.03
H -2.776 2.759 -0.952 -0.01 -0.08 0.23
H -4.110 -1.430 -5.320 0.08 -0.19 -0.22
H 0.312 4.524 -1.415 -0.15 0.22 -0.11
H 0.289 3.006 -4.751 0.19 -0.07 -0.05
H -4.428 5.157 2.949 -0.02 0.05 -0.01
H -4.535 4.536 5.348 -0.04 0.02 0.01
H -3.413 2.294 -2.516 -0.06 -0.11 -0.13
H 2.960 0.014 -0.573 -0.05 -0.07 0.13
H 1.398 3.206 -1.817 0.08 -0.06 -0.13
H 3.413 0.404 -4.723 0.22 -0.05 0.10
H 0.224 -5.325 -2.400 -0.08 0.01 -0.06
H -3.801 -0.939 -3.662 -0.05 -0.03 0.17
H 0.157 0.873 5.791 -0.06 0.09 -0.05
H -3.426 2.468 6.128 0.06 -0.02 0.06
H 2.405 -6.201 -1.546 0.01 0.04 0.03
H 4.396 -0.733 7.722 0.08 -0.03 0.05
H 1.979 1.411 -4.667 -0.06 0.21 -0.02
H -3.194 3.715 1.369 0.07 -0.02 -0.08
H -0.087 -2.884 -4.882 0.21 0.03 -0.04
H 0.791 1.550 8.099 -0.04 0.04 0.02
H -1.637 -3.366 -5.549 -0.18 0.03 -0.22
H -0.748 -3.299 -1.315 -0.07 0.07 -0.09
H -0.786 4.353 -4.445 -0.05 0.24 0.10
H 2.841 1.554 -1.395 -0.08 0.18 0.04
H -1.745 -0.632 -7.373 -0.20 -0.17 -0.06
H 0.275 3.054 -0.460 -0.03 -0.11 0.23
H 3.462 -2.237 -3.384 0.16 0.19 -0.10
H 3.440 -5.068 0.418 0.04 -0.01 0.05
H -1.431 2.836 -5.044 -0.17 -0.10 -0.09
H -0.099 -0.426 -6.817 0.25 -0.04 0.00
H 4.106 0.420 -1.836 0.16 -0.11 -0.28
H -1.457 -3.134 -3.815 -0.07 -0.07 0.21
H -3.876 0.266 -4.938 -0.01 0.24 -0.06
H -3.078 3.994 -2.180 0.10 0.20 -0.11
H 3.320 -3.415 2.182 -0.12 0.09 0.09
H 1.892 -0.202 -5.346 -0.13 -0.13 -0.10
H 2.568 -2.575 -1.912 0.00 -0.11 0.21
H -1.259 0.874 -6.624 -0.03 0.24 0.02
H 3.448 -1.815 4.506 -0.02 -0.04 0.17
H 1.792 -2.785 -3.466 -0.11 -0.09 -0.10
```
Positions in Å, forces in eV/Å.

The value obtained for the strongest force on any atom is 0.0230 Eh/bohr. The multiplicity is 1. The net charge is -1. Its HOMO energy is -4.994 eV. The orbital gap comes out at 7.14 eV.